Computed, not measured: C6H12Br13NO6P2S as an isolated structure, with the ωB97M-V functional and the def2-TZVPD basis.

HOMO-LUMO gap: 7.394 eV
Net charge: 0
Total energy: -960154.8901 eV
HOMO: -8.9 eV
LUMO level: -0.0571 hartree
2S+1: 1

XYZ file:
```
41
Properties=species:S:1:pos:R:3:forces:R:3
C 4.02977 1.45953 -1.17631 0.2 1.2 -0.1
N 4.18242 0.02143 -0.64501 -2.8 0.5 0.7
C 2.84783 -0.70228 -0.92203 2.7 -0.4 -1.1
O 1.78396 0.23224 -0.52144 -3.5 -3.4 -0.6
P 0.22145 -0.53282 -0.44138 -0.7 0.6 3.9
O -0.35236 -0.29173 1.03372 1.4 -0.4 -5.9
O 0.27071 -2.27260 -0.79818 -0.4 4.3 0.0
Br -1.51094 -2.62876 -1.23418 0.5 -0.8 0.1
O -0.78873 0.16436 -1.69335 1.2 0.4 4.3
P -1.82962 1.41243 -1.06782 -2.1 2.6 -1.3
O -0.91539 2.71498 -0.29313 -0.9 -4.2 0.1
O -3.15835 0.83703 -0.08854 4.0 -0.4 -0.7
S -2.67418 2.24785 -2.65785 1.0 -1.0 1.7
H 3.38538 1.48616 -2.17628 1.3 -0.1 2.3
H 3.56409 2.15387 -0.32588 0.8 -1.5 -2.2
H 5.06418 1.94897 -1.44932 -1.9 -1.3 0.6
H 4.19523 0.14127 0.41091 0.2 -0.4 -1.6
H 2.80508 -1.73919 -0.33247 0.1 2.4 -1.4
H 2.84111 -0.88431 -2.10076 -0.3 0.3 2.6
H -0.46137 2.38462 0.53683 -0.6 0.3 -1.0
H -2.88335 0.10041 0.53228 -0.1 1.0 -0.6
C 1.53246 -2.81105 3.67609 0.1 -0.1 0.2
Br 2.27408 -1.87652 2.13951 -0.1 -0.3 0.7
Br 0.89284 -1.57525 5.03538 0.1 -0.3 -0.4
Br 0.15983 -4.08675 3.15403 0.3 0.4 0.1
H 2.34904 -3.38587 4.12533 -0.4 0.3 -0.2
C -3.77476 -6.14525 -1.58850 -0.2 -0.2 0.2
Br -2.69234 -6.06235 0.02580 -0.3 0.0 -0.4
Br -3.58997 -4.53711 -2.66727 -0.2 -0.4 0.1
Br -3.41374 -7.75443 -2.62013 0.0 0.5 0.3
H -4.82095 -6.19785 -1.26954 0.5 0.1 -0.2
C -6.25582 1.59343 2.18114 0.0 0.1 -0.3
Br -5.73219 -0.17900 2.78836 -0.1 0.4 -0.1
Br -7.78574 2.27488 3.17058 0.4 -0.2 -0.2
Br -4.76193 2.83904 2.20999 -0.4 -0.3 0.1
H -6.56909 1.49392 1.13664 0.2 0.0 0.5
C 4.29196 5.74153 -1.26434 -0.1 0.2 -0.1
Br 5.80361 5.00312 -2.24111 -0.4 0.1 0.3
Br 2.68048 4.68121 -1.51507 0.4 0.4 0.1
Br 4.70342 5.99880 0.61943 -0.1 -0.1 -0.5
H 4.09184 6.73202 -1.68613 0.1 -0.5 0.2
```
Forces are in eV/Å.